Formula: C34H57ClGeHgN8O4SSi3
Source: the OMol25 dataset
Level of theory: ωB97M-V/def2-TZVPD

## Properties
Charge ... -2
Orbital gap ... 5.585 eV
Strongest force on any atom ... 0.032 Eh/bohr
ΔE to the lowest compared entry with this formula, charge and spin ... 2.3878 eV

Last column: Löwdin charge in e.
Geometry (Å):
Hg -0.299 -0.645 -0.140  1.15
C 1.728 -2.779 -5.148  -0.11
C 0.780 -3.353 -4.312  -0.08
C 0.082 -2.578 -3.398  -0.04
C 0.333 -1.215 -3.288  -0.31
C 1.287 -0.646 -4.125  -0.09
C 1.977 -1.417 -5.049  -0.11
N -0.450 -0.414 -2.404  -0.01
C -1.414 0.271 -3.015  -0.24
C -1.547 0.418 -4.458  -0.02
C -2.479 1.236 -5.015  -0.11
C -3.403 1.973 -4.229  -0.13
C -3.383 1.786 -2.881  -0.05
C -2.449 0.918 -2.272  -0.23
N -2.540 0.510 -0.971  0.02
N -3.454 1.020 -0.255  0.06
C -3.758 0.349 0.944  -0.34
C -4.508 1.070 1.877  -0.04
C -4.983 0.413 2.990  -0.10
C -4.691 -0.936 3.150  -0.08
C -3.920 -1.556 2.177  -0.16
N -3.466 -0.936 1.092  0.12
H 2.269 -3.387 -5.863  0.09
H 0.588 -4.417 -4.354  0.10
H -0.645 -3.025 -2.736  0.11
H 1.465 0.415 -4.052  0.08
H 2.717 -0.950 -5.691  0.09
H -0.873 -0.131 -5.096  0.09
H -2.516 1.322 -6.096  0.09
H -4.129 2.626 -4.696  0.08
H -4.101 2.271 -2.234  0.10
H -4.680 2.123 1.708  0.10
H -5.572 0.944 3.728  0.10
H -5.043 -1.496 4.005  0.09
H -3.646 -2.598 2.267  0.09
N 3.233 2.158 -2.134  0.16
C 1.874 2.416 -2.188  -0.68
N 1.398 2.776 -3.426  0.15
O 1.164 2.360 -1.215  -0.04
H 3.637 1.749 -2.963  0.08
H 3.468 1.650 -1.288  0.07
H 2.020 3.072 -4.157  0.09
H 0.433 3.056 -3.468  0.10
C 5.121 -0.839 3.000  -0.03
C 4.484 -0.944 1.656  -0.32
C 4.915 -1.524 0.487  -0.01
C 3.878 -1.304 -0.449  -0.37
N 2.888 -0.620 0.105  0.09
N 3.270 -0.423 1.378  0.02
C 3.812 -1.769 -1.858  -0.02
H 6.130 -1.245 2.960  0.07
H 4.556 -1.399 3.749  0.08
H 5.177 0.197 3.331  0.05
H 5.839 -2.053 0.328  0.10
H 2.670 0.151 1.958  0.08
H 3.379 -2.775 -1.928  0.06
H 4.807 -1.787 -2.309  0.08
H 3.171 -1.109 -2.426  0.05
Cl -0.484 -2.760 2.418  0.45
C -0.166 -1.056 1.933  -0.81
H 0.823 -0.803 2.295  -0.07
H -0.902 -0.443 2.444  -0.06
C 3.524 2.384 4.055  -0.25
Si 2.810 3.302 2.542  0.24
C 3.016 5.123 3.054  -0.24
C 4.181 3.113 1.238  -0.24
Ge 0.664 2.415 1.898  0.55
Si -0.330 4.477 1.104  0.27
C -2.185 4.203 0.830  -0.24
C -0.311 6.047 2.181  -0.24
C 0.289 5.156 -0.553  -0.24
Si -0.157 2.529 4.189  0.26
C -2.044 2.379 4.284  -0.24
C 0.203 3.970 5.392  -0.24
C 0.422 0.992 5.159  -0.24
H 4.593 2.592 4.166  0.02
H 3.394 1.304 3.995  -0.02
H 3.020 2.703 4.969  0.01
H 3.994 5.279 3.520  0.02
H 2.244 5.433 3.757  0.00
H 2.946 5.776 2.182  0.01
H 4.314 2.076 0.919  0.00
H 3.953 3.700 0.344  0.01
H 5.132 3.467 1.647  0.02
H -2.696 4.038 1.781  -0.01
H -2.371 3.323 0.211  0.00
H -2.645 5.070 0.343  0.02
H -0.708 5.858 3.179  0.00
H -0.939 6.810 1.709  0.01
H 0.690 6.455 2.300  0.00
H -0.041 4.517 -1.368  0.00
H 1.380 5.197 -0.595  0.02
H -0.105 6.165 -0.709  0.02
H -2.548 3.225 3.812  0.00
H -2.381 2.319 5.324  0.02
H -2.377 1.478 3.766  0.00
H -0.153 4.920 4.994  -0.01
H 1.271 4.084 5.583  0.00
H -0.297 3.793 6.349  0.01
H -0.220 0.140 4.924  0.01
H 0.375 1.169 6.238  0.02
H 1.441 0.700 4.912  -0.01
C 2.339 -3.985 0.772  -0.16
S 1.216 -4.305 -0.601  0.35
O 2.090 -4.685 -1.711  -0.39
O 0.316 -5.361 -0.165  -0.38
O 0.537 -3.020 -0.832  -0.48
H 2.158 -4.734 1.538  0.05
H 2.157 -2.991 1.170  0.01
H 3.354 -4.059 0.390  0.04

Forces on atoms 1 to 2 (eV/Å):
0.05 -0.30 -0.65
-0.03 0.05 0.02



Formula: C34H57N3O3SiTm
Source: the OMol25 dataset
Level of theory: ωB97M-V/def2-TZVPD

## Properties
Charge ... +1
Orbital gap (spin up / spin down) ... 8.131 / 8.151 eV
Strongest force on any atom ... 0.067 Eh/bohr
ΔE to the lowest compared entry with this formula, charge and spin ... 3.9755 eV
2S+1 ... 3

Last column: Löwdin spin population.
Geometry (Å):
O 3.223 -1.245 -2.380  0.00
O 3.708 -3.575 -2.829  0.00
C 2.683 -0.719 -3.689  0.00
C 2.758 0.778 -3.869  0.00
H 1.655 -1.088 -3.712  0.00
H 3.255 -1.227 -4.474  0.00
H 2.167 1.353 -3.143  0.00
H 2.381 1.049 -4.865  0.00
H 3.800 1.122 -3.835  0.00
C 4.166 -0.371 -1.567  0.00
C 5.586 -0.648 -2.016  0.00
H 3.999 -0.666 -0.526  0.00
H 3.861 0.668 -1.724  0.00
H 5.798 -1.725 -2.028  0.00
H 6.291 -0.204 -1.302  0.00
H 5.803 -0.219 -3.006  0.00
C 3.027 -4.087 -1.640  0.00
C 3.664 -4.558 -3.933  0.00
C 3.725 -3.536 -0.425  0.00
H 3.091 -5.184 -1.628  0.00
H 1.959 -3.812 -1.696  0.00
H 4.790 -3.369 -0.637  0.00
H 3.641 -4.253 0.408  0.00
H 3.250 -2.596 -0.114  0.00
C 5.022 -5.161 -4.196  0.00
H 3.294 -4.027 -4.810  0.00
H 2.936 -5.313 -3.650  0.00
H 5.826 -4.440 -4.013  0.00
H 5.062 -5.477 -5.234  0.00
H 5.157 -6.057 -3.583  0.00
H 3.696 -2.185 -2.566  0.00
N -0.025 0.993 1.134  0.00
C -0.604 1.416 2.273  0.00
C -1.256 0.559 3.162  0.00
C -1.359 -0.840 3.081  0.00
C -0.482 2.855 2.690  0.00
H -0.600 3.571 1.863  0.00
H 0.488 3.021 3.183  0.00
H -1.273 3.045 3.427  0.00
C -1.721 -1.577 4.338  0.00
H -0.896 -2.219 4.676  0.00
H -2.621 -2.189 4.199  0.00
H -1.920 -0.836 5.124  0.00
N -1.186 -1.526 1.948  0.00
C 1.069 1.696 0.555  0.00
C 0.867 2.392 -0.650  0.00
C -0.452 2.273 -1.369  0.00
C 1.912 3.165 -1.156  0.00
H 1.741 3.726 -2.075  0.00
C 3.138 3.208 -0.491  0.00
H 3.946 3.817 -0.885  0.00
C 3.345 2.456 0.668  0.00
H 4.313 2.440 1.169  0.00
C 2.316 1.682 1.201  0.00
C 2.529 0.826 2.418  0.00
C -1.088 -2.950 1.925  0.00
C -2.201 -3.707 1.481  0.00
C -3.544 -3.065 1.273  0.00
C -2.019 -5.055 1.172  0.00
H -2.860 -5.621 0.764  0.00
C -0.781 -5.672 1.361  0.00
H -0.646 -6.718 1.083  0.00
C 0.284 -4.949 1.898  0.00
H 1.246 -5.440 2.069  0.00
C 0.143 -3.598 2.212  0.00
C 1.306 -2.847 2.786  0.00
Tm -1.290 -0.424 -0.086  2.01
H -0.507 1.341 -1.980  0.00
H -0.567 3.107 -2.074  0.00
H -1.328 2.300 -0.692  0.00
H 2.140 -0.196 2.285  0.00
H 2.073 1.234 3.335  0.00
H 3.609 0.740 2.606  0.00
H -4.300 -3.851 1.119  0.00
H -3.581 -2.411 0.385  0.00
H -3.861 -2.476 2.146  0.00
H 1.006 -2.108 3.536  0.00
H 1.874 -2.332 1.997  0.00
H 2.009 -3.538 3.274  0.00
H -1.595 1.020 4.083  0.00
C -1.107 -2.190 -1.235  0.00
Si -1.604 -3.293 -2.633  0.00
H -0.470 -2.727 -0.482  0.00
H -0.320 -1.502 -1.717  0.00
C -0.779 -2.822 -4.261  0.00
C -3.479 -3.230 -2.623  0.00
C -0.841 -4.976 -2.296  0.00
H -1.344 -5.808 -2.794  0.00
H -0.815 -5.189 -1.224  0.00
H 0.199 -4.975 -2.640  0.00
H -1.095 -1.851 -4.657  0.00
H -0.955 -3.574 -5.040  0.00
H 0.301 -2.773 -4.109  0.00
H -3.817 -2.183 -2.596  0.00
H -3.885 -3.721 -1.729  0.00
H -3.921 -3.709 -3.506  0.00
O -5.103 1.465 -1.647  0.00
C -4.192 0.934 -1.104  0.00
N -3.261 0.402 -0.532  0.00

Forces on atoms 1 to 2 (eV/Å):
0.77 1.13 0.19
-0.24 -1.41 0.20



Formula: C34H58BBeF4N2O8
Source: the OMol25 dataset
Level of theory: ωB97M-V/def2-TZVPD

## Properties
Charge ... +1
Orbital gap ... 1.233 eV
Strongest force on any atom ... 0.066 Eh/bohr
ΔE to the lowest compared entry with this formula, charge and spin ... 0.7678 eV

Last column: Löwdin charge in e.
Geometry (Å):
Be -0.634 -2.985 4.346  0.84
B 0.211 0.154 0.588  -1.45
F 0.352 1.509 0.488  0.14
F 1.129 -0.345 1.467  0.12
F -1.000 -0.285 1.031  0.15
F 0.357 -0.371 -0.661  0.15
N 3.460 -6.136 4.135  0.05
C 4.616 -5.893 3.386  -0.11
C 5.679 -6.807 3.294  -0.06
C 5.668 -7.981 4.065  -0.06
C 4.550 -8.202 4.851  -0.08
C 3.510 -7.287 4.869  -0.15
H 4.654 -5.044 2.720  0.10
H 6.519 -6.513 2.682  0.10
H 6.477 -8.694 4.116  0.11
H 4.550 -9.004 5.574  0.11
H 2.721 -7.368 5.602  0.10
N -1.532 -6.559 0.880  0.07
C -2.016 -7.775 1.287  -0.15
C -1.882 -8.923 0.567  -0.07
C -1.237 -8.896 -0.695  -0.05
C -0.834 -7.652 -1.198  -0.05
C -1.073 -6.507 -0.400  -0.12
H -2.537 -7.747 2.232  0.10
H -2.217 -9.885 0.925  0.10
H -1.117 -9.818 -1.245  0.11
H -0.391 -7.679 -2.183  0.10
H -0.699 -5.583 -0.814  0.10
C 3.052 3.372 -4.109  -0.02
C 2.915 4.849 -4.375  -0.51
O 1.860 5.265 -4.800  0.09
C 4.080 5.725 -4.109  -0.02
H 3.779 2.876 -4.753  0.09
H 2.104 2.846 -4.221  0.08
H 3.279 3.165 -3.063  0.09
H 4.218 5.675 -3.029  0.09
H 3.859 6.735 -4.456  0.09
H 4.971 5.356 -4.617  0.09
C -3.906 3.284 4.797  -0.01
C -2.725 2.683 5.502  -0.46
O -2.682 1.484 5.654  0.12
C -1.669 3.604 6.076  0.01
H -4.218 4.300 5.038  0.09
H -4.744 2.644 5.076  0.09
H -3.687 3.263 3.730  0.10
H -0.714 3.094 6.208  0.09
H -1.992 4.044 7.019  0.10
H -1.583 4.415 5.353  0.09
C -0.310 8.046 0.206  -0.01
C -1.724 8.664 0.352  -0.48
O -2.470 8.378 1.263  0.08
C -2.060 9.712 -0.681  -0.02
H -0.085 7.213 0.871  0.08
H 0.371 8.865 0.438  0.08
H -0.247 7.726 -0.834  0.08
H -3.052 10.098 -0.446  0.09
H -2.007 9.185 -1.634  0.09
H -1.303 10.496 -0.664  0.09
C -7.909 -4.397 3.791  -0.02
C -7.048 -3.428 3.078  -0.48
O -5.896 -3.177 3.418  0.08
C -7.697 -2.829 1.833  -0.01
H -8.135 -5.198 3.087  0.09
H -8.850 -3.905 4.037  0.10
H -7.349 -4.843 4.613  0.09
H -6.901 -2.327 1.284  0.09
H -8.409 -2.063 2.138  0.09
H -8.273 -3.563 1.269  0.09
C 5.095 -3.188 -4.079  -0.02
C 6.593 -3.321 -3.963  -0.48
O 7.210 -4.376 -3.933  0.07
C 7.385 -2.040 -3.985  -0.03
H 4.631 -2.525 -3.348  0.09
H 4.752 -4.186 -3.805  0.08
H 4.701 -3.131 -5.093  0.09
H 7.481 -1.742 -5.029  0.09
H 8.432 -2.133 -3.697  0.08
H 6.883 -1.314 -3.346  0.08
C -1.710 -1.729 -6.703  -0.03
C -2.765 -2.766 -6.580  -0.44
O -2.400 -3.943 -6.722  0.06
C -4.232 -2.433 -6.240  0.00
H -1.891 -1.042 -7.530  0.09
H -0.704 -2.132 -6.819  0.09
H -1.644 -1.213 -5.745  0.09
H -4.784 -2.214 -7.155  0.09
H -4.221 -1.527 -5.635  0.08
H -4.762 -3.212 -5.693  0.08
C 7.423 4.331 4.791  -0.02
C 6.082 3.958 4.189  -0.45
O 5.042 4.048 4.850  0.06
C 6.066 3.680 2.691  -0.02
H 8.213 4.570 4.079  0.08
H 7.839 3.572 5.454  0.09
H 7.182 5.266 5.297  0.09
H 5.096 3.359 2.312  0.08
H 6.853 2.938 2.550  0.09
H 6.162 4.587 2.094  0.09
C -4.479 3.878 -2.933  -0.01
C -5.918 4.403 -2.866  -0.48
O -6.880 3.804 -3.284  0.09
C -6.132 5.636 -2.058  -0.02
H -4.425 2.964 -2.340  0.09
H -3.762 4.544 -2.454  0.07
H -4.092 3.743 -3.943  0.09
H -6.003 6.528 -2.672  0.10
H -5.330 5.658 -1.320  0.08
H -7.115 5.643 -1.588  0.09

Forces on atoms 1 to 2 (eV/Å):
0.02 0.24 -0.43
0.50 0.22 -0.51